The following is a DFT calculation (the ωB97M-V functional and the def2-TZVPD basis) of a structure of composition C46H44MnN2O6P.

The geometry in XYZ format:
```
100
Properties=species:S:1:pos:R:3:lowdin_charge:R:1
Mn 0.46 0.21 -0.11 0.8569
O -0.93 -2.55 2.55 0.0357
C -0.83 -2.43 1.34 -0.6095
O 0.02 -1.71 0.70 -0.1983
C -1.78 -3.19 0.43 -0.1173
C -2.46 -4.28 0.98 -0.0287
C -3.24 -5.11 0.20 -0.0868
C -3.34 -4.86 -1.17 -0.0920
C -2.70 -3.77 -1.72 -0.1050
C -1.94 -2.90 -0.94 -0.2662
P -1.10 -1.44 -1.74 1.1569
C -2.39 -0.80 -2.91 -0.3442
C -3.76 -0.90 -2.65 -0.0919
C -4.69 -0.24 -3.46 -0.0940
C -4.26 0.54 -4.53 -0.1061
C -2.90 0.67 -4.77 -0.0859
C -1.98 0.02 -3.96 -0.1162
C 0.02 -2.42 -2.85 -0.3267
C 1.05 -3.14 -2.23 -0.0892
C 1.93 -3.90 -2.97 -0.0812
C 1.80 -3.98 -4.35 -0.1037
C 0.78 -3.29 -4.98 -0.0947
C -0.10 -2.51 -4.23 -0.0861
H -2.33 -4.46 2.04 0.1128
H -3.75 -5.96 0.64 0.0955
H -3.93 -5.53 -1.80 0.0960
H -2.78 -3.59 -2.79 0.1060
H -4.12 -1.47 -1.81 0.1003
H -5.75 -0.33 -3.24 0.0965
H -4.98 1.05 -5.16 0.0934
H -2.55 1.29 -5.59 0.0992
H -0.92 0.16 -4.14 0.0750
H 1.15 -3.09 -1.15 0.0923
H 2.73 -4.43 -2.46 0.1036
H 2.50 -4.57 -4.94 0.0953
H 0.67 -3.34 -6.06 0.0983
H -0.89 -1.98 -4.75 0.0876
C -3.55 3.70 4.59 -0.0953
O -2.30 3.54 5.23 -0.0815
C -1.34 2.89 4.53 -0.3037
C -0.09 2.80 5.16 -0.0371
C 0.93 2.16 4.51 -0.0431
C 0.77 1.61 3.22 -0.1001
C 1.88 1.02 2.51 -0.3691
C 3.00 0.36 3.25 0.0129
O 1.93 1.02 1.28 -0.0360
C -0.52 1.67 2.58 -0.3615
O -0.78 1.15 1.45 -0.1011
C -1.57 2.32 3.30 0.0436
H -4.16 4.32 5.25 0.0849
H -4.05 2.74 4.44 0.0944
H -3.44 4.20 3.62 0.0901
H 0.05 3.25 6.14 0.1041
H 1.89 2.10 4.99 0.0989
H 3.24 0.86 4.20 0.0648
H 3.88 0.30 2.61 0.0807
H 2.67 -0.66 3.49 0.1079
H -2.54 2.34 2.82 0.1073
C 2.14 0.65 -5.68 -0.1306
C 2.96 -0.33 -5.12 -0.1078
C 2.98 -0.57 -3.76 -0.0538
C 2.18 0.18 -2.86 -0.3077
C 1.33 1.13 -3.45 -0.0700
C 1.32 1.37 -4.82 -0.1260
N 2.15 -0.06 -1.50 -0.0078
C 3.32 -0.56 -0.90 -0.3049
C 3.25 -1.48 0.16 -0.0588
C 4.39 -1.96 0.80 -0.1153
C 5.65 -1.53 0.42 -0.1353
C 5.75 -0.60 -0.62 -0.1127
C 4.61 -0.13 -1.26 -0.0500
H 2.13 0.83 -6.75 0.0834
H 3.59 -0.93 -5.77 0.0949
H 3.60 -1.36 -3.36 0.1074
H 0.66 1.66 -2.80 0.0567
H 0.64 2.12 -5.23 0.0925
H 2.27 -1.82 0.49 0.0780
H 4.28 -2.67 1.61 0.0986
H 6.54 -1.90 0.91 0.0834
H 6.72 -0.23 -0.92 0.0897
H 4.71 0.60 -2.05 0.1069
O -0.61 2.10 -1.06 0.0185
C -0.56 3.26 -0.71 -0.4505
C 0.36 3.79 0.36 -0.0836
C 1.24 4.90 -0.26 -0.1667
C 1.63 4.65 -1.74 -0.1736
C 0.60 5.14 -2.79 -0.1789
C -0.73 4.38 -2.82 -0.1719
N -1.25 4.23 -1.44 0.0709
H 0.97 2.96 0.70 0.0926
H -0.22 4.15 1.21 0.1307
H 2.15 4.96 0.33 0.1094
H 0.75 5.87 -0.18 0.1022
H 1.83 3.58 -1.89 0.1101
H 2.57 5.16 -1.94 0.1062
H 1.06 5.10 -3.79 0.1078
H 0.39 6.20 -2.58 0.1056
H -0.61 3.38 -3.24 0.0967
H -1.45 4.91 -3.43 0.1094
H -1.23 5.11 -0.96 0.1152
```

## Properties
gap between HOMO and LUMO (spin up / spin down) = 0.2329 / 0.2360 hartree
2S+1 = 6
ΔE to the lowest compared entry with this formula, charge and spin = 0.901 eV
total charge = -1

***

The following is a DFT calculation (the ωB97M-V functional and the def2-TZVPD basis) of a structure of composition C46H44N10PbSSbSe4.

The geometry in XYZ format:
```
107
Properties=species:S:1:pos:R:3:lowdin_charge:R:1
Pb 0.55 -0.14 0.67 0.9986
N 2.64 3.99 0.86 0.0912
C 2.62 2.75 0.40 -0.2663
N 2.90 1.66 1.07 0.0477
C 3.15 1.81 2.41 -0.3431
N 3.25 0.77 3.21 0.0488
N 2.74 -0.38 2.69 -0.0309
C 3.18 -1.46 3.22 -0.1228
C 2.71 -2.79 2.83 -0.2854
C 3.07 -3.88 3.63 -0.0331
C 2.65 -5.14 3.26 -0.0759
C 1.90 -5.29 2.11 -0.0726
C 1.60 -4.15 1.37 -0.1490
N 1.99 -2.93 1.71 0.0802
C 3.23 3.14 3.01 -0.1004
C 3.44 3.35 4.37 -0.0232
C 3.37 4.62 4.89 -0.0806
C 3.04 5.71 4.06 -0.0784
C 2.81 5.52 2.72 -0.0437
C 2.92 4.23 2.20 -0.1948
H 2.10 4.70 0.32 -0.0320
H 2.29 2.65 -0.63 0.1030
H 3.92 -1.40 4.02 0.1120
H 3.65 -3.72 4.52 0.1071
H 2.91 -6.00 3.87 0.1034
H 1.54 -6.26 1.78 0.0965
H 1.01 -4.22 0.46 0.0943
H 3.64 2.50 5.00 0.1026
H 3.51 4.79 5.95 0.0958
H 2.93 6.69 4.49 0.1048
H 2.48 6.33 2.08 0.1064
C -3.55 1.06 1.60 -0.0992
C -3.03 0.43 2.85 -0.2406
C -3.19 1.03 4.09 -0.0331
C -2.70 0.43 5.24 -0.0795
C -2.07 -0.80 5.16 -0.0599
C -1.88 -1.43 3.94 -0.2226
C -1.20 -2.77 3.89 -0.0383
C -2.35 -0.80 2.79 -0.2452
N -2.06 -1.29 1.49 0.0895
C -2.85 -2.05 0.87 -0.2617
C -4.09 -2.66 1.48 -0.0113
C -2.61 -2.28 -0.61 -0.2431
C -3.40 -3.34 -1.34 0.0045
N -1.81 -1.50 -1.20 0.1521
C -1.65 -1.55 -2.60 -0.2253
C -0.57 -2.25 -3.13 -0.2208
C 0.33 -3.06 -2.24 -0.0439
C -0.35 -2.19 -4.51 -0.0616
C -1.20 -1.46 -5.32 -0.0917
C -2.28 -0.78 -4.77 -0.0463
C -2.53 -0.82 -3.41 -0.2246
C -3.72 -0.11 -2.83 -0.0383
H -4.01 2.03 1.80 0.0359
H -4.29 0.42 1.10 0.0789
H -2.74 1.25 0.89 -0.0043
H -3.67 2.00 4.13 0.1192
H -2.80 0.93 6.19 0.0986
H -1.70 -1.28 6.06 0.1066
H -1.79 -3.52 4.43 0.0805
H -0.21 -2.73 4.35 0.0770
H -1.07 -3.12 2.87 0.0556
H -4.21 -2.31 2.50 0.0871
H -4.01 -3.75 1.49 0.0855
H -4.97 -2.39 0.90 0.0938
H -4.03 -3.93 -0.69 0.0650
H -2.71 -4.00 -1.87 0.0881
H -4.03 -2.87 -2.11 0.0843
H 0.68 -2.46 -1.39 0.0290
H 1.19 -3.43 -2.78 0.0813
H -0.20 -3.92 -1.82 0.0730
H 0.49 -2.72 -4.93 0.1046
H -1.01 -1.41 -6.39 0.0979
H -2.93 -0.20 -5.40 0.1151
H -4.01 0.72 -3.46 0.0821
H -3.51 0.28 -1.83 0.0609
H -4.58 -0.79 -2.75 0.0768
N 1.02 1.14 -4.01 0.1354
C -0.04 1.98 -4.41 -0.2400
C -0.10 2.39 -5.73 -0.0383
C -1.12 3.24 -6.15 -0.0986
C -2.07 3.68 -5.24 -0.0849
C -2.00 3.26 -3.91 -0.0892
C -1.00 2.40 -3.50 -0.4151
S -0.96 1.89 -1.79 0.8324
N 0.46 0.96 -1.74 -0.3261
C 1.23 0.72 -2.73 -0.3546
C 2.46 -0.10 -2.48 -0.1972
C 3.41 -0.38 -3.46 -0.0061
C 4.51 -1.15 -3.12 -0.0612
C 4.63 -1.62 -1.82 -0.0471
C 3.63 -1.30 -0.92 -0.1228
N 2.59 -0.56 -1.24 0.0395
H 1.69 0.91 -4.72 0.1115
H 0.65 2.05 -6.43 0.1064
H -1.16 3.56 -7.18 0.0957
H -2.85 4.36 -5.54 0.1020
H -2.71 3.62 -3.17 0.0641
H 3.32 -0.02 -4.47 0.1016
H 5.26 -1.37 -3.86 0.1067
H 5.48 -2.22 -1.52 0.1035
H 3.67 -1.64 0.11 0.0939
Se 0.44 5.31 -1.19 -0.1366
Sb -1.01 4.55 0.67 -0.2615
Se -0.17 2.23 1.70 -0.0080
Se -3.27 4.15 -0.16 -0.1777
Se -0.79 5.86 2.69 -0.2189
```

## Properties
gap between HOMO and LUMO = 0.1924 hartree
ΔE to the lowest compared entry with this formula, charge and spin = 0.514 eV
total charge = -1

***

The following is a DFT calculation (the ωB97M-V functional and the def2-TZVPD basis) of a structure of composition C46H45BeN5OP2.

The geometry in XYZ format:
```
100
Properties=species:S:1:pos:R:3:lowdin_charge:R:1
Be 0.39 -0.46 1.23 0.1445
C 0.64 1.68 -1.41 -0.2772
N -0.19 1.07 -2.39 -0.1902
C -1.15 0.15 -1.80 -0.2918
P -0.23 -1.43 -1.50 1.0663
C -1.15 -2.29 -0.18 -0.3831
C -2.27 -1.77 0.48 -0.1201
C -2.89 -2.48 1.51 -0.0534
C -2.40 -3.71 1.89 -0.0765
C -1.28 -4.24 1.24 -0.1035
C -0.67 -3.54 0.22 -0.0869
C -0.61 -2.36 -3.02 -0.3665
C -1.88 -2.90 -3.26 -0.0869
C -2.16 -3.45 -4.50 -0.0623
C -1.19 -3.47 -5.50 -0.0572
C 0.07 -2.95 -5.25 -0.0604
C 0.36 -2.40 -4.01 -0.0868
C -0.34 1.62 -3.69 -0.2093
C -1.55 1.52 -4.38 -0.0281
C -1.67 2.01 -5.67 -0.0693
C -0.60 2.62 -6.31 -0.0788
C 0.60 2.72 -5.62 -0.0699
C 0.73 2.23 -4.33 -0.0326
P 1.56 0.49 -0.32 1.0499
C 2.57 1.65 0.67 -0.3337
C 3.93 1.41 0.87 -0.0897
C 4.70 2.29 1.62 -0.0588
C 4.13 3.41 2.19 -0.0569
C 2.77 3.66 2.01 -0.0628
C 2.00 2.78 1.26 -0.1133
C 2.79 -0.42 -1.26 -0.4179
C 3.14 -1.70 -0.85 -0.1245
C 4.11 -2.41 -1.54 -0.0578
C 4.72 -1.85 -2.65 -0.0527
C 4.37 -0.57 -3.07 -0.0485
C 3.40 0.15 -2.37 -0.0690
H 0.06 2.32 -0.72 0.1012
H 1.41 2.32 -1.85 0.0948
H -1.99 -0.02 -2.47 0.0853
H -1.54 0.59 -0.87 0.0700
H -2.72 -0.86 0.12 0.0760
H -3.78 -2.08 1.98 0.1185
H -2.89 -4.28 2.67 0.1244
H -0.91 -5.22 1.52 0.1258
H 0.19 -3.96 -0.28 0.1222
H -2.64 -2.88 -2.49 0.1073
H -3.14 -3.87 -4.69 0.1124
H -1.42 -3.89 -6.46 0.1142
H 0.83 -2.97 -6.02 0.1125
H 1.35 -1.99 -3.81 0.0968
H -2.43 1.08 -3.93 0.0980
H -2.62 1.92 -6.18 0.1119
H -0.69 2.99 -7.31 0.1101
H 1.46 3.19 -6.09 0.1119
H 1.69 2.32 -3.85 0.0847
H 4.41 0.55 0.41 0.1051
H 5.76 2.09 1.76 0.1159
H 4.73 4.11 2.76 0.1158
H 2.32 4.54 2.44 0.1138
H 0.94 3.00 1.15 0.0924
H 2.65 -2.15 0.01 0.0909
H 4.39 -3.41 -1.22 0.1134
H 5.47 -2.40 -3.20 0.1165
H 4.84 -0.13 -3.93 0.1177
H 3.14 1.14 -2.70 0.0959
N -8.22 5.26 2.68 0.1963
C -7.22 4.69 2.69 -0.1606
C -5.98 3.97 2.69 -0.2052
C -4.99 4.29 3.62 0.0105
C -3.79 3.60 3.61 0.0096
C -3.57 2.61 2.67 -0.1549
C -4.55 2.29 1.74 0.0036
C -5.75 2.97 1.75 0.0055
N -2.31 1.90 2.66 0.0338
C -1.23 2.14 3.49 0.0072
C -0.25 1.29 3.10 -0.0687
N -0.71 0.53 2.04 0.0426
C -1.95 0.93 1.81 -0.0899
H -5.17 5.06 4.35 0.1357
H -3.04 3.87 4.34 0.1108
H -4.40 1.52 1.00 0.1099
H -6.52 2.72 1.03 0.1338
H -1.23 2.87 4.27 0.1295
H 0.74 1.16 3.51 0.1211
H -2.62 0.51 1.08 0.0924
C 3.36 -1.05 3.46 0.0193
N 2.30 -1.95 3.93 -0.0851
C 2.55 -2.64 5.20 0.0103
C 1.23 -2.13 3.21 -0.3569
C 0.16 -3.12 3.53 0.0613
O 1.08 -1.45 2.14 -0.0330
H 4.31 -1.40 3.85 0.1084
H 3.19 -0.03 3.80 0.1069
H 3.40 -1.05 2.37 0.0799
H 3.26 -2.05 5.77 0.1029
H 2.96 -3.63 5.03 0.1153
H 1.63 -2.72 5.79 0.0962
H 0.31 -3.64 4.47 0.0924
H 0.14 -3.85 2.72 0.0762
H -0.80 -2.62 3.53 0.1037
```

## Properties
gap between HOMO and LUMO = 0.2627 hartree
total charge = +2

***

The following is a DFT calculation (the ωB97M-V functional and the def2-TZVPD basis) of a structure of composition C46H46N3O8P2Si2Zr.

The geometry in XYZ format:
```
108
Properties=species:S:1:pos:R:3:lowdin_charge:R:1
Zr 0.06 0.93 -0.27 1.7450
C -5.18 1.11 -0.47 -0.1708
Si -3.52 1.96 -0.48 0.3505
C -3.54 3.04 1.03 -0.1545
C -3.44 3.02 -2.01 -0.1722
N -2.19 0.82 -0.42 -0.3652
P -2.24 -0.78 -0.68 0.6409
C -0.67 -1.18 -1.17 -0.4610
P 0.46 -1.94 -0.17 0.6374
N 1.35 -0.77 0.56 -0.3535
Si 3.08 -0.85 0.82 0.3448
C 3.69 -2.53 1.39 -0.1742
C 4.11 -0.47 -0.69 -0.1494
C 3.50 0.32 2.21 -0.1705
C 1.49 -3.01 -1.25 -0.2761
C 1.84 -4.32 -0.94 -0.0988
C 2.60 -5.08 -1.82 -0.0880
C 3.02 -4.53 -3.03 -0.0941
C 2.67 -3.23 -3.35 -0.0791
C 1.90 -2.48 -2.48 -0.0857
C -0.11 -3.09 1.11 -0.3169
C -1.02 -4.09 0.76 -0.0957
C -1.53 -4.95 1.72 -0.0735
C -1.12 -4.82 3.04 -0.0840
C -0.22 -3.83 3.40 -0.0773
C 0.28 -2.96 2.43 -0.1031
C -3.05 -1.44 0.84 -0.2529
C -2.38 -1.25 2.05 -0.1017
C -2.98 -1.53 3.26 -0.0672
C -4.29 -1.99 3.30 -0.0834
C -4.98 -2.15 2.12 -0.0820
C -4.38 -1.87 0.89 -0.1032
C -3.32 -1.25 -2.07 -0.2935
C -3.35 -0.38 -3.17 -0.0900
C -4.05 -0.72 -4.32 -0.0762
C -4.71 -1.94 -4.40 -0.0953
C -4.64 -2.83 -3.34 -0.0864
C -3.95 -2.49 -2.19 -0.0997
H -5.94 1.88 -0.67 0.0374
H -5.40 0.68 0.52 0.0279
H -5.30 0.33 -1.22 0.0179
H -4.58 3.33 1.23 0.0378
H -2.97 3.96 0.92 0.0305
H -3.17 2.51 1.92 0.0374
H -3.85 4.02 -1.80 0.0397
H -4.02 2.58 -2.82 0.0201
H -2.40 3.15 -2.33 0.0256
H 3.73 -3.25 0.57 0.0137
H 3.10 -2.96 2.20 0.0197
H 4.71 -2.38 1.76 0.0384
H 4.70 -1.35 -0.95 0.0355
H 4.80 0.36 -0.50 0.0351
H 3.51 -0.20 -1.57 0.0174
H 3.49 -0.22 3.17 0.0305
H 2.80 1.15 2.27 0.0110
H 4.51 0.73 2.08 0.0337
H 1.54 -4.74 0.01 0.1024
H 2.87 -6.10 -1.56 0.0993
H 3.61 -5.12 -3.71 0.0975
H 2.98 -2.80 -4.30 0.1021
H 1.59 -1.47 -2.75 0.0970
H -1.35 -4.18 -0.28 0.1144
H -2.24 -5.72 1.44 0.1026
H -1.52 -5.49 3.80 0.1007
H 0.09 -3.72 4.43 0.1053
H 0.95 -2.16 2.71 0.0875
H -1.38 -0.86 2.04 0.0652
H -2.43 -1.37 4.19 0.1110
H -4.76 -2.20 4.25 0.1014
H -6.02 -2.48 2.13 0.1012
H -4.96 -1.96 -0.01 0.0855
H -2.82 0.56 -3.11 0.0939
H -4.07 -0.03 -5.15 0.1033
H -5.26 -2.20 -5.30 0.0971
H -5.13 -3.79 -3.41 0.0990
H -3.87 -3.22 -1.39 0.0975
O -0.41 5.77 4.86 -0.0367
C -0.41 4.56 5.14 -0.6887
O -0.47 3.95 6.23 -0.0540
C -0.34 3.63 3.91 -0.0742
C -0.15 2.26 4.07 0.0181
C -0.07 1.45 2.97 -0.1159
N -0.23 1.92 1.72 -0.0246
C -0.40 3.25 1.55 -0.1929
C -0.45 4.12 2.62 0.0716
C -0.52 3.77 0.12 -0.5727
O -0.68 4.95 -0.08 0.0990
O -0.42 2.84 -0.81 -0.2225
H -0.05 1.87 5.08 0.1160
H 0.13 0.39 3.05 0.0944
H -0.58 5.18 2.45 0.1338
O 1.47 1.24 -1.91 -0.1207
C 2.23 1.94 -1.16 -0.5959
O 1.95 2.01 0.07 -0.1178
C 3.40 2.64 -1.72 -0.1383
C 3.63 2.59 -3.08 0.0006
C 4.75 3.22 -3.64 0.0258
C 5.58 3.87 -2.77 -0.2165
O 6.73 4.54 -3.07 0.0324
C 7.23 5.06 -1.83 -0.1199
O 6.35 4.62 -0.80 0.0356
C 5.35 3.91 -1.41 -0.1967
C 4.27 3.31 -0.84 0.0928
H 2.93 2.06 -3.71 0.1231
H 4.94 3.20 -4.71 0.1197
H 7.23 6.15 -1.87 0.1336
H 8.23 4.67 -1.66 0.1323
H 4.07 3.34 0.22 0.1428
```

## Properties
gap between HOMO and LUMO = 0.2790 hartree
total charge = -1

***

| no. | F_max (eV/A) |
| --- | --- |
| 1 | 0.755 |
| 2 | 0.506 |
| 3 | 0.802 |
| 4 | 2.269 |